65
Properties=species:S:1:pos:R:3:forces:R:3 method="wB97M-V/def2-TZVPD" e_homo_ev="-10.49 / -10.48" orbital_gap_ha="0.23540 / 0.23528" charge=+1 relative_energy_kj_mol=7.02
W -0.548706 -0.707196 1.429174 -0.275 -0.178 0.353
O 0.070034 -1.237629 8.260123 0.025 0.010 0.402
C -0.028822 -1.226672 7.079250 -0.015 -0.021 -0.305
S 1.360204 -0.935539 5.981398 0.040 -0.007 0.000
C 0.452693 -1.073949 4.508171 -0.072 -0.035 0.022
C -0.874296 -1.312598 4.607214 0.093 0.040 0.010
S -1.825742 -1.527563 3.175580 -0.002 0.053 -0.274
S -1.556812 -1.489259 6.201997 -0.037 0.005 -0.036
S 1.250820 -0.942576 2.966114 0.117 -0.001 -0.062
N 0.458908 -2.543612 0.581050 0.134 -0.189 0.244
C 1.282561 -2.486771 -0.622500 -0.023 -0.059 0.051
C 1.893405 -3.644373 -1.082391 0.018 0.017 -0.045
C 2.693616 -3.587936 -2.209926 -0.023 0.049 0.020
C 2.885738 -2.380498 -2.873433 -0.062 0.020 0.078
C 2.266039 -1.233598 -2.411339 0.045 -0.096 0.010
C 1.452326 -1.283523 -1.280861 0.030 0.057 0.021
P 0.556859 0.166759 -0.666701 -0.175 0.031 -0.092
C -0.643045 0.506590 -1.997774 0.007 -0.023 0.002
C -1.285302 1.742805 -2.076829 0.010 -0.054 -0.028
C -2.288395 1.956532 -3.008887 0.034 -0.025 0.009
C -2.672404 0.933546 -3.865863 0.027 -0.010 0.017
C -2.051261 -0.303719 -3.784847 0.009 0.037 0.021
C -1.043881 -0.518402 -2.853770 0.006 0.034 -0.002
C 1.780917 1.502056 -0.722193 0.035 -0.024 -0.131
C 2.648321 1.600710 0.362194 0.025 -0.091 0.101
C 3.646446 2.561550 0.376089 -0.016 -0.024 0.005
C 3.781125 3.433744 -0.695183 -0.032 -0.032 -0.013
C 2.933510 3.328159 -1.788197 -0.008 -0.040 0.038
C 1.940382 2.359384 -1.809428 -0.066 0.007 0.051
H -0.321403 -3.203344 0.410307 0.187 0.144 0.028
H 1.023713 -2.944254 1.340926 -0.257 0.121 -0.309
H 1.741028 -4.579973 -0.562108 -0.005 -0.057 0.031
H 3.172826 -4.485949 -2.570176 0.028 -0.052 -0.020
H 3.518009 -2.337908 -3.746614 0.049 0.004 -0.074
H 2.413784 -0.293620 -2.923659 0.010 0.080 -0.045
H -0.999331 2.546246 -1.412922 0.029 0.040 0.022
H -2.768822 2.922432 -3.068685 -0.023 0.054 -0.001
H -3.449206 1.103378 -4.597207 -0.045 0.011 -0.043
H -2.339359 -1.101454 -4.454406 -0.017 -0.050 -0.038
H -0.564504 -1.487255 -2.806097 0.008 -0.040 -0.006
H 2.548129 0.898639 1.185613 0.008 0.084 0.004
H 4.321996 2.627359 1.217261 0.028 0.002 0.042
H 4.554750 4.186885 -0.684020 0.051 0.056 0.005
H 3.048568 3.996327 -2.628860 0.004 0.039 -0.054
H 1.289706 2.279053 -2.669465 -0.033 0.002 -0.029
C 1.105790 2.308058 3.657373 -0.047 0.098 -0.029
Te -0.717991 1.804728 2.707254 0.076 0.041 0.054
C -0.612385 3.324268 1.235713 0.162 0.015 0.009
H 1.942890 2.103937 3.002851 0.068 -0.008 -0.051
H 1.177463 1.717644 4.565766 0.007 -0.010 0.029
H 1.056836 3.366712 3.907103 -0.017 -0.028 0.001
H -0.551534 4.276064 1.758747 -0.030 -0.004 -0.018
H -1.530498 3.273123 0.660908 -0.063 0.007 -0.046
H 0.263703 3.180225 0.605193 -0.069 0.029 0.043
O -2.160781 -3.808272 -0.456938 0.146 -0.351 -0.035
C -2.662250 -2.714899 -0.419937 -0.064 0.148 -0.100
C -4.006407 -2.260789 -0.978421 -0.061 -0.035 -0.046
C -4.069077 -0.750982 -0.689048 0.034 0.037 -0.021
C -2.794000 -0.547326 0.064971 0.008 0.188 -0.031
O -2.292988 0.472685 0.629414 0.027 0.000 0.022
N -2.044978 -1.621816 0.157262 -0.088 -0.046 0.179
H -4.800261 -2.823141 -0.483584 0.054 0.032 -0.031
H -4.049947 -2.497013 -2.041541 0.002 -0.007 0.033
H -4.928900 -0.444678 -0.096153 -0.012 0.008 0.031
H -4.049814 -0.141511 -1.595055 -0.008 0.001 0.025

---

19
Properties=species:S:1:pos:R:3:forces:R:3 method="wB97M-V/def2-TZVPD" e_homo_ev=-13.11 orbital_gap_ha=0.34623 charge=+1 smiles=CC[n+]1ccn(C)c1Br relative_energy_kj_mol=120.16
C 0.429405 -0.897601 -1.517212 -2.491 0.055 0.454
C -0.802874 -0.589549 -0.957829 4.480 0.512 0.086
C 0.990697 0.326033 0.165869 -5.270 0.642 0.811
C -2.413095 0.009652 1.848403 0.061 2.138 -1.333
C 2.889641 -0.403544 -1.224133 -0.339 0.613 -0.640
C -1.567068 0.909478 0.903129 -1.417 2.792 1.749
N 1.450327 -0.348956 -0.867116 1.309 1.183 2.102
N -0.621092 0.199516 0.097084 6.471 0.356 0.455
Br 1.804987 1.420710 1.399075 -0.003 -0.418 -0.340
H 0.606337 -1.314296 -2.421497 0.347 -1.617 -2.440
H -1.677295 -0.820453 -1.388173 -3.231 -0.804 -1.096
H -1.728660 -0.440988 2.459441 1.611 -1.843 1.562
H -2.967698 -0.668576 1.243982 -0.649 -0.683 -0.039
H -3.023058 0.601071 2.539973 -0.196 0.045 -0.646
H 3.190546 0.427325 -1.818958 -0.473 1.003 -0.616
H 3.600476 -0.363513 -0.446404 -0.016 -0.179 1.730
H 3.157513 -1.234951 -1.809123 -0.408 -1.428 -0.608
H -1.036986 1.738873 1.591862 -0.884 -1.919 -1.950
H -2.282102 1.449771 0.201627 1.098 -0.446 0.758

---

So what do the calculations give for total energy? Going down the list: -99290.24628 -79398.47714 eV.